Entry A
This record from OMol25 describes a cluster of 8 separate species, C11H38O8 in total. The level of theory is wB97M-V/def2-TZVPD.

Orbital gap, eV: 10.142
LUMO energy, eV: 0.121
SMILES: CC(C)O.CC(C)O.CO.CO.CO.CO.CO.O

Positions of all 57 atoms, in Å:
C (-0.0907, 0.0561, 1.9142)
O (-1.5231, 0.1384, 1.7796)
H (0.2388, 0.1955, 0.8846)
H (0.3610, 0.8333, 2.5306)
H (0.2287, -0.9550, 2.1669)
H (-1.6192, 0.8552, 1.1482)
C (-3.4435, 2.5310, -1.8647)
O (-2.1266, 2.5254, -1.3189)
H (-3.5260, 2.0183, -2.8231)
H (-4.1899, 2.2180, -1.1347)
H (-3.7184, 3.5825, -1.9474)
H (-1.6526, 3.1754, -1.8428)
C (0.8896, -5.8090, 1.2718)
O (0.7948, -7.1158, 0.8071)
H (0.3083, -5.6984, 2.1872)
H (1.8782, -5.4126, 1.5035)
H (0.4447, -5.0862, 0.5879)
H (0.6598, -7.1363, -0.1431)
C (-1.1868, 4.4466, 3.9470)
O (-1.5408, 5.5161, 4.7789)
H (-1.9475, 3.6693, 3.8748)
H (-0.9210, 4.8273, 2.9609)
H (-0.2832, 4.0250, 4.3873)
H (-2.3396, 5.9478, 4.4672)
C (-5.4463, -2.0868, -1.2025)
O (-5.1602, -3.4214, -0.7581)
H (-5.6667, -2.0679, -2.2698)
H (-6.2907, -1.7199, -0.6191)
H (-4.6343, -1.3917, -0.9887)
H (-4.4599, -3.3641, -0.1039)
C (-0.3069, -2.3989, -2.2397)
C (1.0860, -2.1024, -2.7806)
C (2.1967, -2.6163, -1.9007)
O (1.1581, -2.6508, -4.0526)
H (-0.4224, -2.2516, -1.1659)
H (-0.5551, -3.4583, -2.3047)
H (-1.0399, -1.7497, -2.7188)
H (1.2724, -1.0401, -2.9385)
H (2.0277, -2.2973, -0.8722)
H (3.1623, -2.1994, -2.1867)
H (2.3078, -3.6977, -1.8212)
H (2.0700, -2.7391, -4.3393)
C (4.0312, 2.3211, -0.4653)
C (4.4895, 3.8111, -0.4638)
C (3.6432, 4.7037, 0.4940)
O (5.8560, 3.9234, -0.0582)
H (3.0626, 2.2982, -0.9647)
H (3.9841, 2.0237, 0.5823)
H (4.7128, 1.5944, -0.9076)
H (4.4568, 4.2640, -1.4547)
H (3.9267, 5.7553, 0.5366)
H (3.7583, 4.4697, 1.5524)
H (2.5640, 4.5673, 0.4256)
H (6.3857, 3.7730, -0.8446)
O (-2.7912, -3.3900, 1.9401)
H (-2.5985, -2.4544, 2.0017)
H (-2.4749, -3.7551, 2.7665)

***

Entry B
This record from OMol25 describes a cluster of 8 separate species, C11H38O8 in total. The level of theory is wB97M-V/def2-TZVPD.

Orbital gap, eV: 10.381
LUMO energy, eV: 0.511
SMILES: CCO.CCO.CCO.CO.CO.CO.CO.CO

Positions of all 57 atoms, in Å:
C (1.2207, -2.9691, 3.9017)
O (1.3839, -2.2033, 2.7284)
H (0.6205, -3.8674, 3.7222)
H (2.2014, -3.2741, 4.2722)
H (0.7935, -2.3839, 4.7250)
H (0.5454, -1.7554, 2.5491)
C (-1.0165, -0.0241, 3.0658)
O (-1.2290, -1.0644, 2.1183)
H (-1.3978, 0.9390, 2.7229)
H (-1.4957, -0.2841, 4.0110)
H (0.0487, 0.1203, 3.2894)
H (-1.3290, -0.6369, 1.2554)
C (1.8503, -4.1114, -0.0400)
O (0.4949, -3.9854, 0.3618)
H (2.2631, -5.0752, 0.2649)
H (1.8721, -4.0687, -1.1294)
H (2.4537, -3.2813, 0.3373)
H (0.4064, -4.2969, 1.2654)
C (0.6926, -0.6144, -0.8173)
O (-0.2314, 0.3021, -0.2494)
H (1.6258, -0.0856, -1.0610)
H (0.9622, -1.3591, -0.0742)
H (0.2943, -1.0226, -1.7484)
H (-0.5802, 0.9758, -0.8409)
C (0.0731, 4.3124, -1.6146)
O (0.4775, 2.9635, -1.7769)
H (-0.5991, 4.4169, -0.7669)
H (0.9195, 4.9819, -1.4155)
H (-0.3887, 4.7262, -2.5192)
H (1.2266, 2.9578, -2.3799)
C (-2.5957, -1.0947, -3.4269)
C (-3.0011, -1.2643, -1.9622)
O (-3.6152, -2.5375, -1.7359)
H (-2.2834, -2.0800, -3.7818)
H (-1.8029, -0.3679, -3.5800)
H (-3.4480, -0.8089, -4.0469)
H (-3.6349, -0.4321, -1.6478)
H (-2.0966, -1.1809, -1.3493)
H (-3.0023, -3.0425, -1.1962)
C (3.2544, 1.7382, 1.1049)
C (4.3836, 0.7884, 0.8235)
O (4.9428, 1.0688, -0.4713)
H (3.6315, 2.7590, 1.0580)
H (2.8324, 1.5455, 2.0910)
H (2.4598, 1.5821, 0.3737)
H (4.0872, -0.2654, 0.9096)
H (5.1757, 0.8770, 1.5819)
H (5.7800, 0.5975, -0.4978)
C (-2.8481, 2.2909, -0.0136)
C (-3.1661, 2.6179, -1.4520)
O (-2.2145, 1.9798, -2.3164)
H (-3.6024, 2.6527, 0.6848)
H (-1.8302, 2.6289, 0.1865)
H (-2.8700, 1.2033, 0.1023)
H (-3.1542, 3.6946, -1.6576)
H (-4.1612, 2.2642, -1.7236)
H (-1.3794, 2.4523, -2.2141)

***

Most stable: entry B. Least stable: entry A.

***

Entry A
This record from OMol25 describes a cluster of 2 separate species, C3H3I in total. The level of theory is wB97M-V/def2-TZVPD.

Orbital gap (alpha / beta), eV: 11.449 / 3.095
LUMO energy (alpha / beta), eV: 0.934 / -3.488

Positions of all 7 atoms, in Å:
C (-0.1918, 0.3332, 0.3873)
C (0.1387, 0.4456, -0.8999)
C (0.4974, -0.8082, -0.3211)
I (-2.6522, 1.7426, 4.3566)
H (-0.8516, 0.6659, 1.2492)
H (0.2254, 1.2016, -1.7406)
H (0.2862, -1.7630, -0.5368)

***

Entry B
This record from OMol25 describes an isolated molecule of C3H3I. The level of theory is wB97M-V/def2-TZVPD.

Orbital gap (alpha / beta), eV: 7.671 / 7.671
LUMO energy (alpha / beta), eV: 0.033 / 0.033

Positions of all 7 atoms, in Å:
C (-0.7610, -0.2289, 0.3160)
C (0.3894, -0.8598, 0.6645)
C (-0.2974, 0.6498, -0.6017)
I (2.3294, -0.5208, 1.3710)
H (-1.7435, -0.6644, 0.2595)
H (-0.6529, 0.6016, -1.5349)
H (0.7359, 1.0227, -0.4744)

***

Most stable: entry B. Least stable: entry A.

***

Entry A
This record from OMol25 describes a cluster of 2 separate species, C2H7N in total. The level of theory is wB97M-V/def2-TZVPD.

Orbital gap, eV: 10.807
LUMO energy, eV: 1.138
SMILES: C=N.C

Positions of all 10 atoms, in Å:
C (-1.2241, -1.5233, 0.4617)
N (-0.4524, -1.3293, 1.4463)
H (-1.6089, -0.6694, -0.0993)
H (-1.6653, -2.5029, 0.2374)
H (0.2033, -2.1081, 1.5402)
C (0.9513, 1.6288, -0.7110)
H (1.0071, 0.6575, -0.2266)
H (1.3327, 2.3951, -0.0448)
H (-0.0848, 1.8262, -0.9787)
H (1.5412, 1.6252, -1.6252)

***

Entry B
This record from OMol25 describes a structure of composition C2H7N. The level of theory is wB97M-V/def2-TZVPD.

Orbital gap, eV: 8.489
LUMO energy, eV: 0.052

Positions of all 10 atoms, in Å:
C (-0.6952, 0.2993, 1.7919)
N (0.0536, 0.1337, 0.7246)
C (0.6683, -0.3869, -2.0977)
H (-1.0318, -0.5636, 2.3858)
H (-0.5724, 1.1967, 2.4164)
H (-1.0578, 0.4631, 0.4882)
H (1.2025, -1.2060, -1.6140)
H (1.2269, 0.5402, -2.1937)
H (0.2854, -0.7077, -3.0621)
H (-0.1153, -0.1672, -1.3619)

***

Most stable: entry A. Least stable: entry B.

***

Entry A
This record from OMol25 describes a structure of composition C7H12N. The level of theory is wB97M-V/def2-TZVPD.

Total charge: +1
Orbital gap, eV: 9.690
LUMO energy, eV: -4.770

Positions of all 20 atoms, in Å:
C (0.0492, -1.7827, -0.0121)
C (0.6524, -1.2703, 1.2315)
C (0.5229, 0.2632, 1.1139)
C (-0.9264, -0.9726, -0.6173)
C (-0.9705, 1.8420, -0.1747)
C (1.1229, -0.6212, -2.0240)
C (-0.8584, 0.5572, 0.5694)
N (0.2273, -1.0274, -1.2454)
H (0.1978, -2.8994, -0.2512)
H (1.6706, -1.3646, 1.5634)
H (0.2260, -1.6142, 2.1461)
H (0.8151, 0.9050, 1.9382)
H (-1.7865, -0.9941, -1.1939)
H (-0.9442, 2.8026, 0.4005)
H (-0.2136, 1.9254, -0.9736)
H (-1.9735, 1.9775, -0.5561)
H (1.2243, 0.5419, 0.2816)
H (0.8460, -0.1125, -2.9218)
H (2.0073, -1.0569, -1.8342)
H (-1.6678, 0.2548, 1.1889)

***

Entry B
This record from OMol25 describes the ion C7H12N with charge +1. The level of theory is wB97M-V/def2-TZVPD.

Total charge: +1
Orbital gap, eV: 10.050
LUMO energy, eV: -3.240
SMILES: C=C(C)C(=C)[C@@H]1C[NH2+]1

Positions of all 20 atoms, in Å:
C (1.2361, -1.3033, -1.5206)
C (0.2709, 1.9111, -0.1681)
C (0.8004, -0.4632, -0.5720)
C (0.0895, 0.7552, -0.7268)
C (-0.4010, -1.5183, 1.7222)
C (0.7697, -0.8640, 1.2537)
C (-0.8281, 0.7826, -1.9379)
N (-0.2227, -0.1047, 1.9991)
H (1.9265, -2.0374, -1.2782)
H (1.1419, -0.9166, -2.6018)
H (-0.5401, 2.7403, -0.3039)
H (1.1548, 2.0938, 0.6071)
H (-1.2298, -1.7292, 1.0393)
H (-0.3495, -2.1133, 2.6450)
H (1.7932, -0.8662, 1.5830)
H (-1.6262, 0.0601, -1.9301)
H (-0.3889, 0.6306, -2.8666)
H (-1.2049, 1.7784, -2.0883)
H (-0.7094, 0.6968, 1.4823)
H (-0.1499, 0.0802, 2.9911)

***

Most stable: entry A. Least stable: entry B.

***

Entry A
This record from OMol25 describes a cluster of 2 separate species, ClH2N2P in total. The level of theory is wB97M-V/def2-TZVPD.

Orbital gap, eV: 8.029
LUMO energy, eV: -1.647

Positions of all 6 atoms, in Å:
N (0.7581, 1.5513, -0.2954)
N (0.0556, 0.4581, -0.1687)
P (0.2427, 2.9840, -0.1564)
Cl (-2.3368, 2.0262, 0.8326)
H (0.5184, -0.5149, -0.2654)
H (-1.0006, 0.4734, 0.0528)

***

Entry B
This record from OMol25 describes a cluster of 2 separate species, ClH2N2P in total. The level of theory is wB97M-V/def2-TZVPD.

Orbital gap, eV: 8.045
LUMO energy, eV: -0.417

Positions of all 6 atoms, in Å:
N (0.3362, 0.8240, -0.1002)
N (1.6071, 0.7622, -0.1713)
P (-1.1888, 0.9287, 0.1106)
Cl (-2.0186, -2.2473, 0.2683)
H (2.1215, 1.5672, -0.0694)
H (-0.8574, -1.8348, -0.0382)

***

Most stable: entry A. Least stable: entry B.

***

Entry A
This record from OMol25 describes a cluster of 2 separate species, C2H4ClN2 in total. The level of theory is wB97M-V/def2-TZVPD.

Total charge: +1
Orbital gap (alpha / beta), eV: 7.009 / 5.352
LUMO energy (alpha / beta), eV: -6.247 / -7.085

Positions of all 9 atoms, in Å:
C (-0.3533, -0.6384, 0.1789)
C (0.7112, -1.5504, -0.0137)
N (-0.1601, 2.1547, -0.6132)
N (-0.7525, 2.8928, -0.0138)
Cl (-1.8905, -1.1375, -0.0541)
H (1.5202, -0.9078, -0.4649)
H (1.1735, -1.9940, 0.9639)
H (0.5687, -2.6316, -0.3544)
H (-0.8172, 3.8121, 0.3713)

***

Entry B
This record from OMol25 describes the ion C2H4ClN2 with charge +1. The level of theory is wB97M-V/def2-TZVPD.

Total charge: +1
Orbital gap, eV: 7.104
LUMO energy, eV: -7.160

Positions of all 9 atoms, in Å:
C (1.9849, -0.5216, -1.0789)
C (0.5333, -1.1063, 0.8839)
N (1.2523, -0.7449, -0.0685)
N (-2.4175, 0.9971, 0.8898)
Cl (-1.4221, -0.3759, 1.3076)
H (2.8251, 0.2910, -1.0630)
H (1.9928, -1.1162, -2.0788)
H (-2.8405, 0.7808, 0.0056)
H (-1.9083, 1.7961, 1.2023)

***

Most stable: entry B. Least stable: entry A.